Computed, not measured: a 2-piece molecular cluster, CH5N4 overall, with ωB97M-V with the def2-TZVPD basis set.

Computed properties:
- Frontier orbital gap: 8.999 eV
- HOMO: -0.53880 Ha
- Energy above the lowest of the compared OMol25 structures with the same formula, charge and spin: 135.1 kcal/mol
- Electronic energy: -259.59646 a.u.
- Largest force on an atom: 7.10 eV Å⁻¹
- Net charge: +1

Geometry as XYZ:
```
10
Properties=species:S:1:pos:R:3:nbo_charge:R:1
C 0.23735 -0.19679 0.05932 0.478
N 1.36994 0.30295 0.66289 -0.417
N 1.37865 -0.17789 -0.74582 -0.415
N -0.93414 -0.72842 0.65718 -0.362
N -1.11822 0.26787 -0.27125 -0.399
H 1.63434 1.34563 0.82724 0.412
H 1.94939 -1.04957 -0.96715 0.409
H -1.36035 -1.55280 0.58266 0.405
H -1.56012 1.57124 0.37495 0.434
H -1.59685 0.21778 -1.18002 0.454
```